Entry 1:
{"formula": "C32H24I2MgN7O8S2", "method": "ωB97M-V/def2-TZVPD", "elements": ["Mg", "I", "C", "C", "C", "I", "C", "O", "C", "C", "N", "C", "C", "C", "C", "C", "C", "N", "C", "H", "H", "H", "H", "H", "H", "H", "H", "H", "H", "H", "S", "C", "N", "C", "C", "C", "C", "C", "C", "S", "H", "H", "H", "H", "N", "C", "C", "C", "C", "C", "C", "H", "H", "H", "H", "H", "H", "H", "O", "N", "O", "C", "C", "C", "C", "O", "C", "C", "N", "O", "O", "N", "O", "O", "H", "H"], "coordinates": [[-1.068, 0.227, 0.016], [-3.561, -0.850, -6.803], [-2.997, -0.097, -4.914], [-2.251, 1.066, -4.845], [-1.901, 1.546, -3.598], [-0.827, 3.350, -3.435], [-2.260, 0.905, -2.389], [-1.907, 1.352, -1.223], [-3.055, -0.267, -2.519], [-3.574, -0.887, -1.250], [-2.508, -1.333, -0.341], [-3.034, -1.703, 0.971], [-3.171, -0.490, 1.849], [-3.951, -0.503, 2.999], [-4.004, 0.632, 3.787], [-3.285, 1.753, 3.398], [-2.531, 1.683, 2.244], [-2.473, 0.586, 1.489], [-3.401, -0.757, -3.765], [-1.948, 1.591, -5.740], [-4.145, -0.120, -0.715], [-4.251, -1.716, -1.490], [-2.030, -2.135, -0.747], [-4.000, -2.222, 0.904], [-2.323, -2.393, 1.437], [-4.505, -1.395, 3.265], [-4.596, 0.643, 4.693], [-3.300, 2.656, 3.992], [-1.942, 2.524, 1.892], [-4.000, -1.657, -3.842], [-0.293, -3.975, 1.020], [1.122, -3.297, 0.420], [1.635, -2.134, 0.731], [2.798, -1.846, 0.057], [3.553, -0.680, 0.193], [4.686, -0.514, -0.587], [5.081, -1.488, -1.503], [4.347, -2.658, -1.642], [3.216, -2.830, -0.859], [2.105, -4.165, -0.811], [3.252, 0.075, 0.910], [5.266, 0.396, -0.494], [5.971, -1.337, -2.101], [4.643, -3.424, -2.349], [0.177, -0.069, 1.997], [-0.087, -0.149, 3.373], [-0.449, -1.365, 3.956], [-0.740, -1.428, 5.309], [-0.668, -0.290, 6.102], [-0.288, 0.917, 5.531], [-0.005, 0.990, 4.177], [0.696, -0.902, 1.633], [0.697, 0.775, 1.780], [-0.485, -2.258, 3.339], [-1.013, -2.376, 5.755], [-0.886, -0.344, 7.162], [-0.199, 1.802, 6.150], [0.301, 1.931, 3.730], [5.158, 2.806, -4.076], [4.379, 1.868, -4.155], [4.404, 1.034, -5.045], [3.378, 1.729, -3.121], [2.493, 0.670, -3.166], [1.542, 0.530, -2.181], [1.423, 1.450, -1.064], [0.551, 1.335, -0.187], [2.409, 2.521, -1.077], [3.331, 2.652, -2.083], [2.482, 3.496, -0.002], [3.249, 4.439, -0.154], [1.819, 3.341, 1.008], [0.641, -0.563, -2.297], [-0.048, -0.898, -1.321], [0.576, -1.170, -3.344], [2.547, -0.056, -3.963], [4.031, 3.472, -2.066]], "largest_force_ha_per_bohr": 0.031, "total_energy_ha": -3810.9672, "orbital_gap_ev": 6.0, "charge": -1, "relative_energy_kcal_mol": 8.5}



Entry 2:
{"formula": "C32H24IrN3O2PS2Se2", "method": "ωB97M-V/def2-TZVPD", "elements": ["Ir", "O", "C", "O", "C", "C", "C", "C", "C", "C", "N", "C", "C", "C", "C", "C", "C", "N", "H", "H", "H", "H", "H", "H", "H", "H", "H", "H", "Se", "P", "Se", "C", "C", "C", "C", "C", "C", "C", "C", "C", "C", "C", "C", "H", "H", "H", "H", "H", "H", "H", "H", "H", "H", "S", "C", "N", "C", "C", "C", "C", "C", "C", "S", "H", "H", "H", "H"], "coordinates": [[1.904, 0.923, -0.227], [-0.004, -3.244, 6.585], [0.050, -3.273, 5.263], [-0.319, -4.226, 4.634], [0.581, -2.059, 4.530], [0.715, -2.187, 3.147], [1.128, -1.119, 2.391], [1.425, 0.117, 2.976], [1.333, 0.232, 4.370], [0.907, -0.843, 5.125], [1.761, 1.141, 2.107], [1.952, 2.374, 2.415], [2.207, 3.321, 1.352], [2.648, 4.622, 1.594], [2.919, 5.458, 0.524], [2.707, 4.982, -0.764], [2.233, 3.691, -0.931], [2.001, 2.870, 0.091], [0.332, -2.444, 7.011], [0.476, -3.136, 2.693], [1.215, -1.208, 1.321], [1.586, 1.153, 4.870], [0.822, -0.698, 6.192], [1.920, 2.750, 3.434], [2.805, 4.954, 2.608], [3.296, 6.455, 0.685], [2.914, 5.595, -1.627], [2.048, 3.296, -1.924], [-1.187, 3.795, 0.063], [-2.434, 1.449, -1.036], [-0.630, 0.446, -0.133], [-2.069, 1.691, -2.803], [-0.870, 1.319, -3.399], [-0.698, 1.510, -4.756], [-1.698, 2.103, -5.511], [-2.892, 2.481, -4.916], [-3.081, 2.278, -3.561], [-3.619, 0.034, -1.116], [-3.348, -1.041, -1.960], [-4.279, -2.057, -2.075], [-5.468, -2.003, -1.365], [-5.725, -0.942, -0.514], [-4.798, 0.081, -0.383], [-0.075, 0.866, -2.814], [0.218, 1.190, -5.229], [-1.544, 2.267, -6.565], [-3.675, 2.934, -5.505], [-4.004, 2.577, -3.086], [-2.436, -1.077, -2.541], [-4.081, -2.892, -2.732], [-6.201, -2.785, -1.489], [-6.648, -0.904, 0.043], [-5.002, 0.921, 0.264], [4.260, 0.821, -0.714], [3.772, -0.815, -0.712], [2.456, -1.006, -0.678], [2.135, -2.330, -0.618], [0.852, -2.885, -0.582], [0.727, -4.248, -0.434], [1.857, -5.070, -0.346], [3.133, -4.542, -0.407], [3.269, -3.173, -0.554], [4.741, -2.247, -0.667], [-0.010, -2.237, -0.672], [-0.250, -4.700, -0.374], [1.738, -6.136, -0.241], [4.004, -5.170, -0.331]], "spin_multiplicity": 2, "largest_force_ha_per_bohr": 0.061, "total_energy_ha": -7592.9110, "orbital_gap_ev": [5.3, 5.3], "charge": 2, "relative_energy_kcal_mol": 45.8}



Entry 3:
{"formula": "C32H24N5O6SSeZr", "method": "ωB97M-V/def2-TZVPD", "elements": ["Zr", "C", "C", "C", "C", "C", "C", "N", "N", "C", "C", "C", "C", "C", "C", "H", "H", "H", "H", "H", "H", "H", "H", "H", "S", "C", "C", "C", "C", "C", "N", "H", "H", "H", "H", "O", "Se", "O", "O", "O", "O", "C", "N", "C", "C", "O", "N", "C", "C", "C", "C", "C", "C", "C", "C", "C", "C", "C", "C", "H", "H", "H", "H", "H", "H", "H", "H", "H", "H", "H"], "coordinates": [[-0.483, -2.129, -0.923], [4.375, 0.594, 0.982], [4.703, -0.354, 0.017], [3.815, -1.372, -0.295], [2.604, -1.422, 0.372], [2.261, -0.495, 1.341], [3.159, 0.522, 1.645], [1.615, -2.445, 0.063], [2.103, -3.584, -0.084], [1.134, -4.611, -0.273], [1.679, -5.896, -0.298], [0.814, -6.969, -0.331], [-0.565, -6.717, -0.350], [-1.069, -5.427, -0.376], [-0.226, -4.310, -0.332], [5.067, 1.395, 1.213], [5.649, -0.293, -0.505], [4.040, -2.104, -1.057], [1.305, -0.586, 1.842], [2.895, 1.263, 2.391], [2.754, -6.018, -0.268], [1.187, -7.985, -0.342], [-1.253, -7.554, -0.377], [-2.139, -5.279, -0.458], [-0.629, -2.593, 2.107], [-2.173, -2.032, 1.619], [-3.178, -1.609, 2.523], [-4.364, -1.130, 2.050], [-4.588, -1.053, 0.665], [-3.584, -1.460, -0.168], [-2.411, -1.944, 0.296], [-2.963, -1.668, 3.580], [-5.125, -0.798, 2.747], [-5.512, -0.674, 0.254], [-3.662, -1.420, -1.246], [-1.750, -2.585, -4.961], [-1.546, -2.614, -3.367], [0.011, -3.026, -2.821], [-2.489, -3.516, -2.375], [-1.599, -1.123, -2.561], [1.036, -0.540, -1.855], [0.559, 0.375, -1.163], [0.821, 1.696, -1.216], [-0.009, 2.401, -0.252], [-0.799, 1.193, 0.369], [-1.619, 1.299, 1.253], [-0.336, 0.046, -0.200], [-0.932, 3.425, -0.921], [-0.472, 4.140, -2.022], [-1.260, 5.108, -2.626], [-2.526, 5.380, -2.129], [-2.985, 4.680, -1.024], [-2.196, 3.713, -0.418], [0.853, 3.089, 0.811], [0.387, 3.298, 2.104], [1.189, 3.934, 3.042], [2.456, 4.383, 2.701], [2.920, 4.189, 1.407], [2.123, 3.545, 0.473], [1.257, 2.093, -2.029], [0.515, 3.957, -2.429], [-0.884, 5.644, -3.488], [-3.147, 6.130, -2.601], [-3.973, 4.881, -0.629], [-2.564, 3.167, 0.438], [-0.597, 2.944, 2.377], [0.818, 4.075, 4.050], [3.079, 4.877, 3.435], [3.909, 4.527, 1.124], [2.517, 3.370, -0.519]], "largest_force_ha_per_bohr": 0.029, "total_energy_ha": -4805.9140, "orbital_gap_ev": 6.9, "charge": -1, "relative_energy_kcal_mol": 17.8}



Entry 4:
{"formula": "C32H25AlBeBr2CsF4NO20PS", "method": "ωB97M-V/def2-TZVPD", "elements": ["C", "S", "O", "O", "C", "C", "C", "Br", "C", "C", "C", "C", "O", "C", "C", "C", "C", "O", "F", "C", "C", "C", "O", "C", "C", "O", "H", "H", "H", "H", "H", "H", "H", "H", "H", "H", "C", "C", "O", "C", "O", "C", "F", "F", "F", "H", "H", "H", "H", "H", "O", "P", "O", "O", "O", "N", "C", "C", "C", "C", "H", "H", "H", "H", "H", "Cs", "Al", "C", "C", "C", "O", "C", "C", "C", "O", "O", "O", "H", "H", "Be", "Br", "C", "O", "O", "O", "O", "H", "H", "H"], "coordinates": [[3.287, 0.560, 1.010], [3.340, 1.347, -0.672], [4.504, 0.860, -1.349], [3.310, 2.781, -0.521], [1.828, 0.727, -1.485], [1.827, 0.340, -2.826], [0.660, -0.177, -3.430], [0.825, -0.659, -5.268], [-0.549, -0.327, -2.699], [-0.520, 0.121, -1.342], [0.618, 0.626, -0.765], [-1.745, 0.064, -0.446], [-1.532, 0.206, 0.769], [-3.105, -0.190, -1.019], [-4.284, 0.011, -0.265], [-4.216, 0.525, 1.177], [-3.904, -0.654, 2.105], [-3.601, -1.749, 1.733], [-4.027, -0.391, 3.417], [-5.573, -0.245, -0.780], [-5.677, -0.683, -2.118], [-4.550, -0.891, -2.885], [-4.828, -1.347, -4.223], [-3.142, -0.649, -2.352], [-1.814, -0.904, -3.189], [-1.886, -1.602, -4.208], [4.210, 0.754, 1.572], [2.374, 0.957, 1.522], [3.171, -0.582, 0.948], [2.759, 0.447, -3.392], [0.558, 0.945, 0.301], [-5.210, 0.913, 1.465], [-3.496, 1.351, 1.255], [-6.435, -0.091, -0.124], [-6.681, -0.888, -2.509], [-4.381, -2.229, -4.277], [4.731, 2.898, -3.895], [5.972, 3.457, -4.552], [6.161, 2.891, -5.867], [5.460, 3.447, -6.847], [4.699, 4.360, -6.727], [5.803, 2.776, -8.181], [5.848, 1.446, -8.086], [7.035, 3.178, -8.639], [4.928, 3.064, -9.133], [4.767, 1.808, -3.874], [4.638, 3.265, -2.876], [3.831, 3.178, -4.448], [6.851, 3.184, -3.971], [5.945, 4.546, -4.603], [-1.728, 0.416, -7.650], [-0.680, 1.081, -8.523], [0.338, 0.029, -8.957], [0.037, 2.167, -7.724], [-1.351, 1.717, -9.735], [0.723, -1.129, 3.666], [1.312, -0.203, 4.507], [1.918, -0.890, 5.516], [1.698, -2.276, 5.285], [0.965, -2.394, 4.142], [0.188, -0.918, 2.820], [1.245, 0.857, 4.313], [2.462, -0.450, 6.335], [2.043, -3.093, 5.895], [0.591, -3.261, 3.625], [-3.394, -3.458, -3.950], [0.128, 0.784, 2.062], [-4.176, -3.025, 8.545], [-5.294, -2.747, 7.800], [-5.013, -2.097, 6.439], [-5.901, -1.853, 5.618], [-3.647, -1.757, 6.121], [-2.505, -2.023, 6.878], [-2.786, -2.771, 8.193], [-1.904, -3.155, 8.951], [-1.331, -1.728, 6.598], [-6.505, -2.979, 8.120], [-4.295, -3.497, 9.521], [-3.539, -1.243, 5.180], [8.957, 4.050, -8.694], [4.691, -1.506, 0.044], [6.193, 4.024, -0.677], [5.858, 4.397, 0.442], [6.321, 4.765, -1.683], [6.466, 2.836, -0.988], [-6.978, -5.417, 9.957], [-6.327, -6.144, 9.952], [-7.857, -5.721, 9.666], [-6.662, -4.645, 9.395]], "largest_force_ha_per_bohr": 0.189, "total_energy_ha": -9357.6005, "orbital_gap_ev": 1.3, "charge": -1}



Entry 5:
{"formula": "C32H25ClF5N5O4PSTi", "method": "ωB97M-V/def2-TZVPD", "elements": ["Ti", "C", "C", "N", "N", "C", "N", "S", "C", "C", "C", "C", "C", "N", "H", "H", "H", "H", "H", "H", "H", "H", "H", "H", "F", "C", "C", "C", "F", "C", "F", "C", "F", "C", "F", "O", "Cl", "O", "O", "O", "N", "P", "C", "C", "C", "C", "C", "C", "C", "C", "C", "C", "C", "C", "C", "C", "C", "C", "C", "C", "H", "H", "H", "H", "H", "H", "H", "H", "H", "H", "H", "H", "H", "H", "H"], "coordinates": [[0.173, 0.569, -0.053], [-1.695, -2.988, -2.019], [-1.499, -1.642, -1.412], [-0.931, -1.462, -0.278], [-0.458, -2.544, 0.384], [-0.307, -2.534, 1.758], [0.488, -3.531, 2.191], [-1.036, -1.419, 2.727], [-1.945, -0.389, -2.059], [-2.874, -0.340, -3.080], [-3.287, 0.897, -3.553], [-2.759, 2.048, -2.996], [-1.814, 1.920, -1.995], [-1.407, 0.731, -1.548], [-0.727, -3.461, -2.209], [-2.213, -2.940, -2.971], [-2.255, -3.631, -1.336], [-0.183, -3.363, -0.142], [1.244, -3.848, 1.602], [0.636, -3.574, 3.186], [-3.294, -1.246, -3.490], [-4.018, 0.956, -4.347], [-3.059, 3.029, -3.333], [-1.350, 2.785, -1.541], [0.844, 1.401, -3.206], [1.508, 2.226, -2.364], [1.362, 2.082, -0.994], [2.105, 2.962, -0.219], [2.062, 2.881, 1.125], [2.918, 3.942, -0.756], [3.608, 4.772, 0.025], [3.014, 4.055, -2.131], [3.791, 4.989, -2.668], [2.306, 3.191, -2.947], [2.404, 3.299, -4.271], [3.693, -0.441, -0.562], [2.459, -1.062, -0.307], [2.583, -2.446, -0.014], [1.771, -0.378, 0.852], [1.496, -0.848, -1.389], [-0.570, 1.568, 1.121], [-1.435, 2.364, 2.218], [-1.150, 1.699, 3.849], [-2.201, 1.387, 4.705], [-1.922, 0.892, 5.972], [-0.606, 0.721, 6.374], [0.442, 1.037, 5.516], [0.176, 1.524, 4.250], [-0.996, 4.099, 2.244], [-1.202, 4.854, 3.397], [-0.890, 6.204, 3.395], [-0.369, 6.795, 2.251], [-0.155, 6.041, 1.105], [-0.471, 4.691, 1.098], [-3.168, 2.217, 1.776], [-3.671, 0.938, 1.523], [-4.995, 0.788, 1.146], [-5.813, 1.905, 1.013], [-5.311, 3.174, 1.259], [-3.986, 3.335, 1.644], [-3.226, 1.518, 4.385], [-2.733, 0.639, 6.641], [-0.392, 0.336, 7.362], [1.466, 0.897, 5.834], [0.985, 1.754, 3.566], [-1.590, 4.386, 4.293], [-1.042, 6.794, 4.289], [-0.117, 7.847, 2.257], [0.267, 6.501, 0.222], [-0.280, 4.088, 0.218], [-3.027, 0.071, 1.633], [-5.393, -0.201, 0.964], [-6.848, 1.783, 0.721], [-5.949, 4.041, 1.156], [-3.595, 4.326, 1.838]], "largest_force_ha_per_bohr": 0.008, "total_energy_ha": -4357.3338, "orbital_gap_ev": 7.4, "charge": 1, "relative_energy_kcal_mol": 0.0}



Entry 6:
{"formula": "C32H25FeI2N5OS", "method": "ωB97M-V/def2-TZVPD", "elements": ["Fe", "I", "C", "C", "C", "I", "C", "O", "C", "C", "N", "C", "C", "C", "C", "C", "C", "N", "C", "H", "H", "H", "H", "H", "H", "H", "H", "H", "H", "H", "C", "C", "C", "C", "C", "C", "C", "C", "C", "C", "C", "C", "C", "C", "C", "N", "H", "H", "H", "H", "H", "H", "H", "H", "H", "H", "S", "C", "N", "C", "C", "C", "N", "H", "H", "H", "H"], "coordinates": [[-0.480, -0.289, -0.785], [6.478, -3.322, -2.179], [4.494, -2.900, -1.710], [3.897, -3.514, -0.618], [2.585, -3.210, -0.294], [1.671, -4.263, 1.251], [1.825, -2.267, -1.021], [0.612, -1.937, -0.703], [2.445, -1.729, -2.174], [1.614, -0.856, -3.064], [1.090, 0.319, -2.353], [2.099, 1.240, -1.854], [1.908, 1.597, -0.399], [2.908, 2.267, 0.305], [2.649, 2.717, 1.581], [1.390, 2.499, 2.134], [0.473, 1.788, 1.389], [0.730, 1.329, 0.157], [3.761, -2.025, -2.495], [4.443, -4.236, -0.027], [0.739, -1.411, -3.413], [2.205, -0.564, -3.941], [0.433, 0.831, -2.932], [2.060, 2.187, -2.403], [3.101, 0.826, -1.986], [3.870, 2.428, -0.165], [3.415, 3.233, 2.146], [1.135, 2.840, 3.127], [-0.504, 1.544, 1.790], [4.205, -1.583, -3.380], [-4.157, -0.749, -3.246], [-5.058, -1.215, -2.295], [-4.612, -1.471, -1.011], [-3.273, -1.249, -0.680], [-2.347, -0.721, -1.590], [-2.842, -0.496, -2.884], [-2.759, -1.634, 0.670], [-3.496, -2.537, 1.493], [-2.996, -2.930, 2.687], [-1.731, -2.456, 3.107], [-1.142, -2.835, 4.336], [0.087, -2.360, 4.693], [0.787, -1.509, 3.810], [0.244, -1.148, 2.612], [-1.047, -1.589, 2.238], [-1.586, -1.173, 1.047], [-4.493, -0.568, -4.261], [-6.097, -1.380, -2.554], [-5.321, -1.828, -0.275], [-2.180, -0.099, -3.650], [-4.443, -2.920, 1.144], [-3.542, -3.620, 3.320], [-1.687, -3.509, 4.986], [0.536, -2.653, 5.633], [1.785, -1.175, 4.066], [0.817, -0.569, 1.904], [-1.455, 2.556, -2.254], [-0.856, 3.671, -1.199], [-1.685, 4.169, -0.210], [-1.319, 5.061, 0.726], [-0.046, 5.524, 0.741], [0.797, 5.000, -0.270], [0.444, 4.145, -1.183], [-2.629, 3.805, -0.238], [-2.079, 5.362, 1.434], [0.296, 6.235, 1.475], [1.834, 5.328, -0.309]], "spin_multiplicity": 5, "largest_force_ha_per_bohr": 0.013, "total_energy_ha": -3840.7778, "orbital_gap_ev": [6.5, 6.6], "relative_energy_kcal_mol": 18.4}